<a>
ORCA calculation (the ωB97M-V functional and the def2-TZVPD basis) on a cluster of 13 separate species, H26O13 in total.

Calculated values
- HOMO-LUMO gap (eV) = 10.0
- net charge = 0
- multiplicity = 1

```
39
Properties=species:S:1:pos:R:3:mulliken_charge:R:1
O -9.03 -10.95 -18.80 -0.701
H -9.95 -10.84 -19.06 0.335
H -9.01 -10.67 -17.89 0.267
O -13.06 -10.37 -15.22 -0.580
H -12.58 -10.42 -16.05 0.278
H -13.97 -10.50 -15.52 0.279
O -8.65 -14.36 -14.64 -0.600
H -8.80 -13.98 -15.50 0.390
H -8.57 -15.35 -14.67 0.275
O -12.53 -7.32 -15.73 -0.666
H -12.63 -6.86 -14.86 0.284
H -11.87 -8.02 -15.61 0.349
O -8.92 -6.76 -14.73 -0.621
H -9.17 -7.24 -15.55 0.380
H -9.69 -6.30 -14.44 0.263
O -11.21 -12.31 -14.95 -0.663
H -10.68 -12.18 -14.17 0.326
H -12.06 -11.94 -14.73 0.318
O -9.86 -7.78 -17.13 -0.670
H -9.27 -8.31 -17.65 0.303
H -10.74 -7.76 -17.57 0.302
O -6.80 -12.15 -16.52 -0.627
H -6.64 -12.63 -15.68 0.341
H -7.60 -12.60 -16.83 0.356
O -9.23 -13.48 -17.20 -0.636
H -8.96 -14.09 -17.88 0.245
H -9.64 -12.78 -17.73 0.258
O -7.70 -9.70 -14.42 -0.733
H -8.30 -9.89 -15.12 0.427
H -7.89 -8.81 -14.06 0.318
O -9.40 -10.52 -16.23 -0.139
H -9.79 -11.31 -15.75 0.208
H -10.11 -9.93 -16.10 0.163
O -9.11 -11.54 -12.92 -0.661
H -9.19 -10.89 -12.22 0.242
H -8.60 -11.04 -13.55 0.335
O -10.91 -8.81 -13.95 -0.337
H -11.45 -9.55 -13.68 0.189
H -10.94 -8.27 -13.20 0.201
```

=====

<b>
ORCA calculation (the ωB97M-V functional and the def2-TZVPD basis) on a cluster of 13 separate species, H26O13 in total.

Calculated values
- HOMO-LUMO gap (eV) = 10.1
- net charge = 0
- multiplicity = 1

```
39
Properties=species:S:1:pos:R:3:mulliken_charge:R:1
O -0.31 3.20 0.31 -0.572
H -0.65 3.70 1.03 0.301
H -1.14 2.84 0.04 0.250
O -1.55 -2.12 -0.91 -0.594
H -2.38 -2.32 -0.49 0.243
H -1.80 -1.54 -1.60 0.279
O -0.16 -1.06 -3.60 -0.678
H 0.27 -1.35 -2.79 0.457
H -0.37 -1.95 -3.96 0.308
O 0.45 2.27 3.85 -0.628
H 0.25 2.01 4.73 0.301
H -0.14 1.74 3.29 0.420
O -2.52 -0.21 -2.60 -0.599
H -3.18 -0.24 -3.28 0.251
H -1.68 -0.49 -3.02 0.409
O -0.54 -2.03 2.04 -0.626
H 0.11 -1.43 2.33 0.408
H -0.20 -2.59 1.39 0.257
O -1.17 0.97 2.06 -0.714
H -1.68 0.16 2.26 0.299
H -1.82 1.58 1.72 0.261
O -0.22 0.18 -0.25 -0.061
H -0.51 0.54 0.65 -0.019
H -0.58 -0.72 -0.26 0.340
O 2.43 -0.73 -0.16 -0.702
H 1.47 -0.51 -0.12 0.295
H 2.38 -1.44 -0.79 0.414
O 1.30 -2.38 -1.95 -0.716
H 1.04 -2.82 -1.16 0.303
H 1.85 -3.05 -2.33 0.271
O 0.21 1.82 -2.39 -0.601
H -0.43 1.84 -3.05 0.321
H -0.12 1.31 -1.65 0.276
O 1.67 -0.57 2.68 -0.665
H 1.71 0.09 2.00 0.225
H 2.51 -0.37 3.14 0.307
O 1.95 1.87 1.30 -0.679
H 2.40 1.51 0.54 0.312
H 1.19 2.32 0.98 0.347
```

=====

Which structure wins on stability? <a> wins.

=====

<a>
ORCA calculation (the ωB97M-V functional and the def2-TZVPD basis) on the ion C3H8NS with charge +1.

Calculated values
- HOMO-LUMO gap (eV) = 9.8
- structure (SMILES) = C[C@H](S)C=[NH2+]
- net charge = +1
- multiplicity = 1

```
13
Properties=species:S:1:pos:R:3:mulliken_charge:R:1
C 0.48 0.14 -0.58 0.215
C -0.85 0.27 -1.26 -1.180
C 0.19 0.74 0.74 -0.134
N 0.22 -0.02 1.75 -0.248
S 1.17 -1.59 -0.57 -0.214
H 1.24 0.68 -1.11 0.363
H -1.10 -0.70 -1.62 0.345
H -0.74 0.87 -2.08 0.346
H -1.66 0.66 -0.58 0.361
H -0.17 1.83 0.86 0.415
H 0.91 -0.90 1.49 0.214
H 0.01 0.23 2.79 0.335
H 0.30 -2.21 0.18 0.184
```

=====

<b>
ORCA calculation (the ωB97M-V functional and the def2-TZVPD basis) on a structure of composition C3H8NS.

Calculated values
- HOMO-LUMO gap (alpha / beta) (eV) = 8.7 / 8.7
- net charge = +1
- multiplicity = 1

```
13
Properties=species:S:1:pos:R:3:mulliken_charge:R:1
C -1.31 -0.79 0.31 -0.166
C 1.17 -0.76 -0.49 -1.264
C -0.03 -0.16 0.37 0.232
N -0.16 1.36 -0.06 -0.252
S -2.71 -0.03 -0.16 -0.223
H -1.25 -1.83 0.80 0.299
H 1.97 -0.09 -0.23 0.420
H 0.95 -0.52 -1.57 0.376
H 1.47 -1.81 -0.25 0.366
H 0.65 -0.21 1.59 0.321
H 0.70 1.49 -0.60 0.328
H -0.29 2.02 0.72 0.351
H -1.16 1.35 -0.43 0.212
```

=====

Which structure wins on stability? <a> wins.